[1]
{"formula": "C6H11N", "method": "wB97M-V/def2-TZVPD", "total_charge": 0, "lumo_energy_ev": 1.14, "energy_ha": -289.89908, "e_above_lowest_kj_mol": 190.6, "species": ["C", "C", "C", "C", "C", "C", "N", "H", "H", "H", "H", "H", "H", "H", "H", "H", "H", "H"], "xyz": [[1.428, -0.250, 2.601], [0.630, -0.073, 1.372], [-0.648, -0.406, 1.234], [-1.450, 0.101, 0.008], [-1.038, -0.190, -1.385], [-0.092, 0.520, -2.011], [0.315, 0.273, -3.343], [0.680, -0.388, 3.395], [1.978, -1.186, 2.794], [2.060, 0.606, 2.881], [1.145, 0.566, 0.616], [-1.321, -0.994, 1.863], [-2.492, -0.142, 0.176], [-1.485, 1.196, 0.210], [-1.632, -0.928, -1.916], [0.512, 1.259, -1.466], [1.158, 0.763, -3.579], [0.253, -0.728, -3.449]]}

---

[2]
{"formula": "C14H24BIIrN5O3SSb", "method": "wB97M-V/def2-TZVPD", "total_charge": 2, "lumo_energy_ev": [-7.23, -7.23], "energy_ha": -2112.25264, "e_above_lowest_kj_mol": 0.0, "spin_multiplicity": 2, "species": ["Ir", "N", "C", "C", "N", "H", "H", "H", "H", "H", "H", "H", "H", "O", "B", "O", "C", "C", "C", "C", "C", "C", "H", "H", "H", "H", "C", "Sb", "C", "C", "H", "H", "H", "H", "H", "H", "H", "H", "H", "I", "C", "C", "N", "N", "C", "H", "H", "H", "O", "S", "N"], "xyz": [[0.105, 0.617, -1.248], [0.838, -1.508, -1.371], [1.955, -1.520, -2.347], [2.827, -0.305, -2.078], [1.967, 0.918, -2.177], [1.159, -1.768, -0.443], [0.131, -2.195, -1.614], [1.524, -1.445, -3.347], [2.533, -2.442, -2.298], [3.661, -0.242, -2.776], [3.229, -0.347, -1.067], [1.783, 1.101, -3.162], [2.483, 1.728, -1.844], [-2.686, -0.258, 1.872], [-1.797, -0.563, 0.893], [-0.838, -1.483, 1.231], [-1.176, -1.810, 2.555], [-0.557, -2.704, 3.395], [-1.101, -2.806, 4.674], [-2.199, -2.045, 5.066], [-2.822, -1.151, 4.198], [-2.279, -1.068, 2.938], [0.286, -3.303, 3.082], [-0.660, -3.500, 5.376], [-2.584, -2.152, 6.070], [-3.683, -0.567, 4.489], [2.907, 0.577, 1.635], [1.097, 1.452, 0.964], [1.677, 3.482, 0.759], [-0.002, 1.451, 2.767], [3.292, 1.175, 2.461], [3.665, 0.544, 0.856], [2.710, -0.433, 1.992], [1.710, 3.922, 1.755], [0.968, 4.034, 0.147], [2.670, 3.551, 0.317], [0.593, 1.995, 3.499], [-0.154, 0.429, 3.114], [-0.966, 1.942, 2.648], [-2.669, -1.000, -6.643], [-1.810, 0.086, -5.127], [-1.767, 1.458, -4.989], [-1.099, 1.725, -3.853], [-0.695, 0.598, -3.237], [-1.130, -0.402, -4.007], [-2.146, 2.250, -5.614], [-0.901, 2.627, -3.449], [-0.952, -1.428, -3.729], [-4.287, 0.091, -0.705], [-3.035, 0.581, -1.192], [-1.775, 0.109, -0.438]]}

---

[3]
{"formula": "C4H8O3", "method": "wB97M-V/def2-TZVPD", "total_charge": 0, "lumo_energy_ev": 0.78, "energy_ha": -382.85693, "e_above_lowest_kj_mol": 283.3, "species": ["C", "C", "O", "C", "O", "C", "O", "H", "H", "H", "H", "H", "H", "H", "H"], "xyz": [[-1.208, 0.644, 1.156], [-0.254, -0.187, 0.290], [-0.848, -1.440, 0.163], [1.268, -0.284, 0.551], [1.572, 0.415, -0.628], [0.214, 0.472, -1.054], [-0.063, -0.285, -2.219], [-2.045, 0.145, 1.404], [-1.404, 1.644, 0.589], [-0.636, 1.051, 2.128], [-0.852, -1.716, -0.783], [1.798, 0.006, 1.463], [1.674, -1.359, 0.495], [-0.034, 1.471, -1.012], [0.817, -0.578, -2.542]]}

---

[4]
{"formula": "C32H52IrN7O3P2SSe", "method": "wB97M-V/def2-TZVPD", "total_charge": 3, "lumo_energy_ev": [-8.46, -11.14], "energy_ha": -5445.57135, "spin_multiplicity": 2, "species": ["Ir", "C", "N", "C", "P", "O", "O", "P", "O", "N", "C", "C", "N", "C", "C", "N", "C", "C", "H", "H", "H", "H", "H", "H", "H", "H", "H", "H", "H", "H", "H", "H", "H", "H", "H", "H", "H", "H", "H", "H", "H", "H", "S", "C", "C", "C", "C", "C", "C", "C", "C", "C", "N", "H", "H", "H", "H", "H", "H", "C", "C", "C", "C", "N", "C", "Se", "N", "C", "C", "C", "C", "C", "C", "C", "C", "C", "C", "H", "H", "H", "H", "H", "H", "H", "H", "H", "H", "H", "H", "H", "H", "H", "H", "H", "H", "H", "H", "H", "H"], "xyz": [[-0.213, 0.144, 0.149], [-3.831, -3.429, 0.177], [-3.599, -2.735, -1.100], [-4.238, -3.367, -2.262], [-2.952, -1.267, -1.098], [-1.764, -1.197, -0.161], [-2.425, -1.014, -2.618], [-0.941, -0.500, -3.043], [-0.401, 0.412, -1.939], [-0.071, -1.839, -3.295], [1.386, -1.782, -3.138], [-0.644, -3.183, -3.439], [-1.079, 0.343, -4.408], [-1.616, 1.708, -4.404], [-1.187, -0.331, -5.712], [-4.062, -0.108, -0.806], [-5.442, -0.325, -1.282], [-3.680, 1.300, -0.895], [-4.902, -3.532, 0.359], [-3.383, -2.875, 0.999], [-3.382, -4.421, 0.135], [-5.316, -3.441, -2.108], [-3.838, -4.374, -2.386], [-4.051, -2.798, -3.168], [1.782, -0.822, -3.468], [1.837, -2.560, -3.751], [1.674, -1.953, -2.097], [-1.711, -3.129, -3.631], [-0.476, -3.778, -2.539], [-0.170, -3.680, -4.286], [-1.479, 2.166, -3.427], [-2.679, 1.711, -4.659], [-1.080, 2.299, -5.146], [-0.632, -1.264, -5.705], [-0.755, 0.319, -6.471], [-2.230, -0.525, -5.968], [-5.757, -1.345, -1.084], [-5.535, -0.112, -2.350], [-6.103, 0.342, -0.732], [-2.656, 1.449, -0.555], [-4.342, 1.890, -0.262], [-3.758, 1.670, -1.922], [-1.516, 0.809, 4.287], [-2.130, 2.102, 3.299], [-1.753, 2.037, 1.998], [-0.942, 0.891, 1.743], [-0.732, 0.153, 2.945], [0.142, -0.973, 2.816], [0.563, -1.853, 3.798], [1.470, -2.849, 3.461], [1.936, -2.916, 2.159], [1.470, -2.011, 1.215], [0.580, -1.073, 1.524], [-2.751, 2.858, 3.759], [-2.043, 2.778, 1.268], [0.191, -1.752, 4.809], [1.815, -3.553, 4.206], [2.663, -3.657, 1.859], [1.828, -2.037, 0.194], [4.537, 2.692, 2.759], [3.943, 4.072, 2.494], [2.640, 4.334, 3.244], [1.460, 3.472, 2.799], [1.029, 3.818, 1.437], [1.243, 3.136, 0.304], [1.884, 1.346, 0.233], [0.848, 3.865, -0.744], [1.007, 3.506, -2.164], [2.462, 3.590, -2.614], [3.026, 5.012, -2.598], [2.412, 5.926, -3.656], [0.320, 5.065, -0.274], [-0.241, 6.158, -0.936], [-0.676, 7.198, -0.145], [-0.561, 7.163, 1.258], [0.000, 6.089, 1.912], [0.443, 5.037, 1.110], [5.542, 2.617, 2.346], [3.945, 1.886, 2.318], [4.609, 2.503, 3.832], [3.801, 4.238, 1.420], [4.662, 4.828, 2.815], [2.358, 5.384, 3.141], [2.792, 4.155, 4.310], [0.599, 3.633, 3.450], [1.705, 2.410, 2.805], [0.404, 4.220, -2.720], [0.590, 2.508, -2.307], [2.507, 3.187, -3.629], [3.074, 2.931, -1.992], [4.102, 4.951, -2.757], [2.893, 5.450, -1.603], [2.433, 5.453, -4.639], [2.968, 6.859, -3.731], [1.378, 6.193, -3.433], [-0.328, 6.202, -2.012], [-1.113, 8.070, -0.612], [-0.915, 8.008, 1.833], [0.101, 6.075, 2.988]]}

---

[5]
{"formula": "C5H29N3O7", "method": "wB97M-V/def2-TZVPD", "total_charge": 0, "lumo_energy_ev": 0.23, "energy_ha": -898.82648, "e_above_lowest_kj_mol": 89.2, "species": ["C", "N", "C", "C", "N", "C", "C", "N", "H", "H", "H", "H", "H", "H", "H", "H", "H", "H", "H", "H", "H", "H", "H", "O", "H", "H", "O", "H", "H", "O", "H", "H", "O", "H", "H", "O", "H", "H", "O", "H", "H", "O", "H", "H"], "xyz": [[1.956, 1.349, -2.723], [1.909, 1.835, -1.349], [0.813, 1.317, -0.496], [-0.583, 1.752, -0.957], [-1.063, 0.827, -1.988], [1.063, 1.850, 0.908], [2.147, 1.167, 1.729], [1.705, -0.179, 2.125], [2.734, 1.928, -3.234], [1.045, 1.410, -3.318], [2.292, 0.311, -2.737], [1.984, 2.835, -1.231], [0.907, 0.235, -0.606], [-0.518, 2.725, -1.439], [-1.294, 1.861, -0.126], [-1.864, 1.155, -2.486], [-1.180, -0.112, -1.623], [1.263, 2.926, 0.898], [0.148, 1.748, 1.503], [3.094, 1.085, 1.196], [2.354, 1.803, 2.585], [1.853, -0.731, 1.282], [2.306, -0.622, 2.811], [0.109, -3.029, -0.796], [-0.060, -2.170, -1.206], [0.996, -2.914, -0.433], [-1.337, -2.648, 2.385], [-2.166, -2.945, 2.014], [-0.655, -2.477, 1.734], [-4.093, -1.336, -0.723], [-3.615, -1.676, 0.035], [-4.448, -0.478, -0.459], [-2.474, -2.074, -3.412], [-3.164, -1.541, -2.994], [-2.321, -2.756, -2.749], [3.207, -0.757, -0.496], [3.650, -1.196, -1.226], [3.131, 0.184, -0.737], [-2.921, 0.342, 1.700], [-2.232, 0.950, 1.978], [-3.026, -0.319, 2.391], [-0.748, -0.394, 4.409], [-0.299, 0.077, 3.693], [-0.604, -1.318, 4.171]]}

---

[6]
{"formula": "C27H32CoN9O3S5", "method": "wB97M-V/def2-TZVPD", "total_charge": 2, "lumo_energy_ev": -6.30, "energy_ha": -5139.84706, "e_above_lowest_kj_mol": 134.9, "species": ["Co", "C", "C", "N", "N", "C", "S", "N", "N", "H", "H", "H", "H", "H", "H", "S", "C", "N", "C", "C", "S", "H", "H", "H", "H", "H", "C", "C", "C", "C", "C", "C", "C", "S", "O", "O", "O", "H", "H", "H", "H", "H", "H", "H", "S", "C", "C", "C", "N", "C", "C", "C", "C", "C", "N", "C", "C", "H", "H", "H", "H", "H", "H", "H", "H", "C", "N", "C", "C", "N", "C", "H", "H", "H", "H", "H", "H"], "xyz": [[0.530, -0.191, 0.619], [1.831, -6.112, 0.441], [0.637, -5.243, 0.332], [-0.567, -5.626, 0.069], [-1.308, -4.473, 0.128], [-0.603, -3.393, 0.429], [-1.219, -1.800, 0.627], [0.657, -3.872, 0.563], [1.736, -3.074, 0.886], [1.529, -7.141, 0.265], [2.269, -6.041, 1.437], [2.592, -5.835, -0.291], [-2.301, -4.513, -0.037], [2.168, -3.396, 1.744], [2.414, -3.054, 0.133], [1.134, -0.572, 2.839], [1.540, 0.806, 3.762], [1.101, 2.037, 3.632], [1.367, 2.944, 4.758], [2.657, 2.430, 5.375], [2.622, 0.628, 5.095], [0.436, 2.264, 2.908], [0.541, 2.885, 5.467], [1.462, 3.969, 4.407], [2.723, 2.628, 6.441], [3.540, 2.824, 4.876], [2.527, -5.050, -5.076], [2.294, -3.816, -4.249], [1.005, -3.361, -3.983], [0.790, -2.215, -3.231], [1.889, -1.515, -2.751], [3.191, -1.947, -2.998], [3.379, -3.092, -3.744], [1.663, -0.132, -1.723], [0.207, -0.076, -1.324], [2.171, 1.060, -2.317], [2.295, -0.504, -0.417], [1.598, -5.584, -5.269], [3.220, -5.729, -4.579], [2.969, -4.784, -6.037], [0.156, -3.914, -4.368], [-0.213, -1.861, -3.029], [4.038, -1.385, -2.622], [4.387, -3.439, -3.940], [-4.758, 3.428, 1.779], [-3.389, 2.407, 1.403], [-2.704, 1.823, 2.477], [-1.612, 1.025, 2.234], [-1.138, 0.811, 0.995], [-1.800, 1.350, -0.042], [-2.914, 2.142, 0.120], [-5.804, 3.207, 0.357], [-5.590, 3.899, -0.826], [-6.504, 3.722, -1.856], [-7.577, 2.938, -1.760], [-7.777, 2.298, -0.607], [-6.920, 2.398, 0.483], [-3.051, 1.967, 3.492], [-1.131, 0.481, 3.035], [-1.418, 1.120, -1.026], [-3.407, 2.543, -0.754], [-4.757, 4.582, -0.940], [-6.378, 4.250, -2.795], [-8.667, 1.682, -0.549], [-7.127, 1.868, 1.405], [2.255, 4.545, -1.166], [2.182, 3.378, -0.282], [3.231, 2.834, 0.433], [2.743, 1.739, 1.055], [1.394, 1.609, 0.747], [1.116, 2.614, -0.081], [2.944, 5.271, -0.745], [1.270, 4.995, -1.253], [2.600, 4.238, -2.150], [4.217, 3.269, 0.426], [3.260, 1.028, 1.676], [0.158, 2.806, -0.534]]}

---

For the records above, the corresponding largest force on an atom values read 2.366; 0.616; 7.158; 0.740; 1.299; 2.244 eV/Å.